(1)
{"formula": "C6H11N", "method": "ωB97M-V/def2-TZVPD", "homo_energy_ev": -8.944, "spin_multiplicity": 1, "charge": 0, "lumo_energy_ev": 0.4, "gap_ev": 9.30, "species": ["C", "C", "C", "C", "C", "C", "N", "H", "H", "H", "H", "H", "H", "H", "H", "H", "H", "H"], "positions_angstrom": [[2.10783, 0.19749, 0.07998], [1.00434, -0.70414, -0.44697], [-0.38431, -0.06189, -0.44282], [-1.89424, -1.06598, 1.46874], [-0.53822, 1.17785, -1.29830], [-0.93989, 0.11815, 0.93620], [-1.16209, 0.79991, 1.91320], [2.20585, 1.09617, -0.53401], [3.06188, -0.33701, 0.06584], [1.89007, 0.50774, 1.10699], [0.97404, -1.62762, 0.14251], [1.22517, -0.99933, -1.47896], [-1.50861, -1.51141, 2.37583], [-2.98986, -0.94274, 1.57255], [-1.08867, -0.81839, -0.78017], [-1.58436, 1.50757, -1.30199], [0.07662, 1.99636, -0.92861], [-0.23685, 0.91732, -2.31458]]}

---

(2)
{"formula": "C6H11N", "method": "ωB97M-V/def2-TZVPD", "homo_energy_ev": [-4.939, -10.004], "spin_multiplicity": 3, "charge": 0, "lumo_energy_ev": [1.2, -2.5], "s_squared": 2.0060, "gap_ev": [6.10, 7.51], "species": ["C", "C", "C", "C", "C", "C", "N", "H", "H", "H", "H", "H", "H", "H", "H", "H", "H", "H"], "positions_angstrom": [[-1.60137, -0.36272, 0.78700], [-1.14964, 1.16377, -0.68711], [-0.17186, -0.71772, 0.31126], [0.17164, 0.55223, -0.37557], [-0.15750, -1.96787, -0.52902], [0.97812, 1.44727, 0.56016], [-2.11060, 0.66244, 0.27762], [-2.17020, -1.00332, 1.53346], [-1.13987, 2.17588, -0.64865], [-1.46770, 0.89570, -1.69478], [0.44490, -0.95951, 1.12632], [0.89634, 0.53659, -1.19931], [0.59008, -2.65549, -0.10405], [0.33269, -1.63924, -1.56493], [-1.18817, -2.31619, -0.50142], [0.31669, 1.79838, 1.38757], [1.24707, 2.33973, -0.01482], [1.75952, 0.88073, 1.11126]]}

---

(3)
{"formula": "C6H11N2", "method": "ωB97M-V/def2-TZVPD", "homo_energy_ev": -13.167, "smiles": "C1C[C@@]23NC[C@@H]2[NH2+][C@@H]13", "spin_multiplicity": 1, "charge": 1, "lumo_energy_ev": -3.2, "gap_ev": 10.01, "species": ["C", "C", "C", "N", "C", "C", "N", "C", "H", "H", "H", "H", "H", "H", "H", "H", "H", "H", "H"], "positions_angstrom": [[1.84928, 0.02458, 0.14850], [1.13658, -1.35614, 0.23201], [-0.16314, -0.66844, -0.22567], [-1.44712, -1.05024, -0.67699], [-2.13290, -0.11706, 0.27114], [-0.76748, 0.45097, 0.55268], [-0.19081, 1.49536, -0.35392], [0.79343, 0.42556, -0.84729], [2.01290, 0.58034, 1.06058], [2.91822, -0.13901, -0.41872], [1.58776, -2.17545, -0.49103], [1.11764, -1.75334, 1.18554], [-1.59884, -2.10960, -0.82084], [-2.49996, -0.52790, 1.30122], [-2.84128, 0.51274, -0.16372], [-0.64101, 0.69954, 1.56205], [0.34291, 2.29447, 0.06333], [-0.87722, 1.66521, -1.13764], [1.13233, 0.54459, -1.85898]]}

---

(4)
{"formula": "C6H11N2", "method": "ωB97M-V/def2-TZVPD", "homo_energy_ev": -14.067, "smiles": "C[N+]1=C(CN)C=CC1", "spin_multiplicity": 1, "charge": 1, "lumo_energy_ev": -4.3, "gap_ev": 9.73, "species": ["C", "N", "C", "C", "N", "C", "C", "C", "H", "H", "H", "H", "H", "H", "H", "H", "H", "H", "H"], "positions_angstrom": [[-1.29642, -1.14803, 0.23409], [-0.02631, -0.59154, 0.37566], [0.31946, 0.56448, -0.06923], [-0.51629, 1.44230, -0.84919], [-1.39715, 0.72853, -1.80103], [1.86661, 0.74409, 0.35510], [2.14771, -0.28704, 1.13110], [0.98765, -1.26038, 1.17098], [-1.89782, -1.10401, 1.26898], [-1.85352, -0.51008, -0.47637], [-1.07675, -2.26910, 0.20903], [-1.11800, 2.09919, -0.17335], [0.02759, 2.22324, -1.36520], [-2.33095, 1.16513, -1.79191], [-1.09355, 0.80870, -2.74520], [2.49197, 1.54780, 0.04159], [3.16898, -0.64241, 1.30922], [1.09325, -2.26821, 0.94813], [0.50353, -1.24267, 2.22761]]}

---

Number 1: DFT total energy -289.84787 Eh. Number 2: DFT total energy -289.74069 Eh. Number 3: DFT total energy -344.35051 Eh. Number 4: DFT total energy -344.42301 Eh.